Formula: C10H9Br2Cl12F3O3S
Source: the Open Molecules 2025 dataset
Level of theory: ωB97M-V/def2-TZVPD

```
40
Properties=species:S:1:pos:R:3:forces:R:3:nbo_charge:R:1
C 3.7840 0.8671 -0.7527 -7.0 8.1 0.8 -0.35
C 3.1771 2.1463 -0.5678 1.3 -8.0 -2.2 0.19
O 2.3137 3.3731 -0.5950 1.7 -3.8 0.2 -0.64
S 0.7895 2.8112 0.0273 -0.2 0.9 3.8 1.68
O 0.6689 3.5057 1.4026 -0.1 -1.6 -4.9 -0.86
O -0.3478 3.3563 -1.1113 0.1 0.7 2.0 -0.68
C -1.5797 3.8675 -0.4983 -2.1 1.8 0.2 -0.12
C -2.5573 2.7374 0.1712 -0.1 0.2 0.5 -0.51
C -3.4902 1.8994 -0.8816 1.7 -0.9 -0.4 0.27
F -2.5544 1.1119 -1.7475 -2.5 1.9 2.1 -0.37
Br -4.6615 3.0938 -2.0500 1.6 -0.9 0.8 0.07
C -4.5229 0.8231 -0.1971 -2.5 -0.1 -1.9 0.58
F -5.8815 1.4828 -0.1490 3.8 -2.3 0.2 -0.36
F -4.6876 -0.3429 -1.1340 0.5 3.4 3.2 -0.35
Br -4.0921 0.3050 1.6839 -0.5 0.3 -2.0 0.10
H 3.9859 -0.2737 -1.0378 -0.2 3.3 1.0 0.32
H -1.3959 4.6920 0.3451 0.0 -2.1 -1.8 0.24
H -2.1550 4.4594 -1.3615 1.4 -1.6 1.8 0.24
H -3.2895 3.2575 0.9576 1.6 -1.0 -1.9 0.26
H -1.8739 2.0216 0.8115 -1.6 1.1 -1.5 0.26
C 7.1790 2.2979 -1.3865 0.5 0.1 0.4 -0.30
Cl 5.7190 2.1701 -0.3906 2.6 0.4 -0.4 0.09
Cl 6.7515 2.5078 -3.0931 0.0 -0.1 0.2 0.01
Cl 8.1958 3.6382 -0.8304 0.1 -0.1 -0.1 0.00
H 7.7471 1.3696 -1.2854 -0.2 0.3 -0.1 0.23
C -3.1477 -3.7160 -0.3854 -0.2 0.0 -0.2 -0.28
Cl -4.1859 -4.9348 0.3736 0.1 0.2 -0.1 0.02
Cl -2.3908 -2.6901 0.8452 0.0 -0.1 -0.1 0.01
Cl -1.9140 -4.4908 -1.3940 -0.1 0.1 0.1 0.02
H -3.7691 -3.0846 -1.0255 0.2 -0.2 0.2 0.24
C -0.4477 -5.6660 2.0146 -0.1 -0.1 -0.2 -0.28
Cl -1.4859 -6.8848 2.7736 0.1 0.2 -0.1 0.02
Cl 0.3092 -4.6401 3.2452 -0.1 0.0 -0.1 0.00
Cl 0.7860 -6.4408 1.0060 -0.2 0.2 0.1 0.02
H -1.0691 -5.0346 1.3745 0.2 -0.2 0.2 0.23
C 1.9585 -1.9884 1.0401 -0.1 0.0 0.1 -0.28
Cl 3.6057 -1.8233 1.6719 -0.2 -0.1 0.0 0.02
Cl 1.1519 -0.4117 0.9864 0.0 -0.4 0.1 0.01
Cl 1.9809 -2.7309 -0.5686 0.0 0.1 0.2 0.01
H 1.3955 -2.6406 1.7126 0.2 0.2 -0.2 0.24
```
Forces are in eV/Å.

- Orbital gap: 8.02 eV
- Molecular weight: 851.48 g mol⁻¹

=====

Formula: C10H9Cl2N2O3OsS
Source: the Open Molecules 2025 dataset
Level of theory: ωB97M-V/def2-TZVPD

```
28
Properties=species:S:1:pos:R:3:forces:R:3:nbo_charge:R:1
Os 0.2973 0.3517 -1.0755 0.7 -0.4 -0.4 1.28
N -1.8284 0.5480 -1.5745 0.3 -0.2 0.0 -0.81
C -2.1604 1.9910 -1.5156 -0.1 0.9 -0.3 -0.34
C -0.9375 2.8556 -1.8989 -1.3 0.2 0.0 0.64
O -1.0294 3.9489 -2.3958 0.0 -0.4 0.2 -0.49
N 0.2285 2.2403 -1.5397 0.1 -0.4 0.2 -0.58
C 1.4713 2.8981 -1.7485 1.7 -0.1 -0.4 -0.38
C 2.5623 1.7753 -2.0345 -0.5 4.1 -1.0 0.78
O 3.5355 2.0685 -2.6591 0.2 -0.7 0.2 -0.51
O 2.2433 0.6511 -1.5085 -1.4 -3.2 1.3 -0.68
H -1.9001 0.2371 -2.5514 -0.1 0.0 0.4 0.42
H -2.5217 0.0090 -1.0511 0.3 0.0 -0.1 0.43
H -2.4303 2.2597 -0.4881 0.0 -0.1 -0.2 0.24
H -2.9936 2.2547 -2.1751 0.1 -0.1 0.2 0.25
H 1.8287 3.4014 -0.8409 -0.2 0.0 -0.1 0.24
H 1.4374 3.6315 -2.5606 -0.1 -0.2 0.2 0.27
Cl 0.1493 0.3890 1.5774 0.0 0.5 0.1 0.10
C 0.1637 -1.2860 2.0202 0.0 -1.0 0.0 -0.02
C 0.1096 -1.6063 3.3611 0.0 0.2 -0.1 -0.22
C 0.1158 -2.9413 3.7520 0.0 0.2 -0.3 -0.13
C 0.1737 -3.9446 2.8041 0.0 0.0 -0.2 -0.21
C 0.2309 -3.6275 1.4523 0.0 0.5 0.2 0.00
Cl 0.3032 -4.8817 0.2983 0.0 -0.3 -0.1 0.10
C 0.2368 -2.2757 1.0235 0.0 -0.2 0.1 -0.29
S 0.3911 -1.9614 -0.6763 0.1 0.5 -0.2 0.17
H 0.0657 -0.8207 4.0968 0.0 0.1 0.1 0.25
H 0.0759 -3.1872 4.8012 0.0 0.0 0.1 0.25
H 0.1822 -4.9797 3.1068 0.0 -0.1 0.0 0.25
```
Forces are in eV/Å.

- Energy relative to the best compared isomer or geometry (same formula, charge and spin): 9.7 kcal per mole
- ⟨S²⟩: 6.03
- Spin multiplicity: 5
- Orbital gap (spin up / spin down): 8.94 / 6.12 eV
- Molecular weight: 498.40 g mol⁻¹
- Total charge: +1

=====

Formula: C10H9Cl4O2Sn
Source: the Open Molecules 2025 dataset
Level of theory: ωB97M-V/def2-TZVPD

```
26
Properties=species:S:1:pos:R:3:forces:R:3:nbo_charge:R:1
Sn -0.0797 -0.6759 1.7820 -0.3 0.1 -1.5 1.14
Cl -5.3588 0.9678 -2.4785 -0.1 0.1 -0.2 0.00
C -4.1194 0.0907 -1.6595 -0.1 -0.3 0.0 -0.11
C -4.1294 -1.2906 -1.6669 0.0 0.3 0.0 -0.11
Cl -5.3765 -2.1539 -2.4865 -0.2 -0.1 -0.2 0.00
C -3.1510 -1.9833 -0.9532 -0.1 0.0 -0.1 -0.16
Cl -3.1619 -3.7076 -0.9328 0.1 -0.3 0.0 0.00
C -2.1767 -1.3295 -0.2155 -0.2 0.0 -0.1 0.32
O -1.2926 -1.9895 0.4835 1.0 0.4 0.8 -0.83
C -2.1720 0.0970 -0.1966 -0.1 0.0 0.0 0.25
O -1.2884 0.7238 0.5330 0.9 -0.4 0.7 -0.81
C -3.1369 0.7679 -0.9353 -0.1 0.1 -0.1 -0.13
Cl -3.1424 2.4941 -0.9161 0.1 0.2 0.1 -0.01
C 4.2687 0.3235 0.6833 -0.2 0.0 0.2 -0.60
C 2.8219 0.4701 1.1665 0.0 -0.1 -0.2 -0.24
C 2.2949 1.8664 0.8585 0.0 -0.2 0.3 -0.60
C 1.8903 -0.5834 0.5606 -0.4 -0.1 0.3 -0.87
H 4.9152 1.0497 1.1795 0.1 0.1 0.0 0.19
H 4.3389 0.4785 -0.3938 0.0 0.0 -0.1 0.20
H 4.6486 -0.6723 0.9131 0.0 -0.1 0.0 0.20
H 2.8401 0.3452 2.2595 0.0 0.0 0.0 0.17
H 2.3106 2.0456 -0.2162 0.0 0.0 -0.1 0.20
H 2.8864 2.6344 1.3575 0.0 0.1 0.0 0.19
H 1.2608 1.9468 1.1942 -0.1 0.2 -0.1 0.21
H 2.3955 -1.5580 0.5741 -0.2 -0.1 0.1 0.20
H 1.7139 -0.3574 -0.4941 -0.2 0.1 0.0 0.21
```
Forces are in eV/Å.

- Orbital gap: 6.89 eV
- Molecular weight: 421.70 g mol⁻¹
- Total charge: -1

=====

Formula: C10H9ClN4O9S3W
Source: the Open Molecules 2025 dataset
Level of theory: ωB97M-V/def2-TZVPD

```
37
Properties=species:S:1:pos:R:3:forces:R:3:nbo_charge:R:1
W 0.3217 0.6126 1.1797 1.0 -1.0 0.3 2.07
N -2.1412 7.2920 4.3543 0.0 0.0 0.0 -0.69
C -2.0412 6.0373 3.9333 0.0 0.0 0.0 0.29
C -0.9395 5.6397 3.1196 0.0 0.0 0.0 -0.25
C -0.8279 4.3602 2.6832 0.0 0.0 0.0 -0.12
C -1.8258 3.4183 3.0411 -0.1 0.1 0.2 -0.48
C -2.9321 3.7955 3.8504 0.0 0.1 -0.1 -0.10
C -3.0304 5.0790 4.2848 0.0 0.0 0.0 -0.26
S -1.7594 1.8370 2.5804 0.1 0.0 0.0 2.28
O -1.1926 1.8132 1.0699 -0.3 0.5 0.1 -0.82
O -2.9206 1.0708 2.8238 0.0 0.0 0.0 -0.79
N -0.3398 1.0774 3.0417 -0.5 -0.4 -0.4 -0.85
C -0.1269 -0.1980 3.6130 -0.1 0.4 0.3 0.59
N 0.7389 -0.7822 2.7687 0.0 0.3 -0.1 -0.53
C 1.1955 -2.0132 3.0561 0.0 0.0 0.0 0.15
C 0.7436 -2.6066 4.2142 0.0 0.0 0.0 -0.28
C -0.1854 -1.9164 4.9965 0.0 0.1 0.0 0.18
N -0.6353 -0.6838 4.6981 0.1 -0.2 0.0 -0.39
H -1.4531 7.9858 4.1110 0.0 0.0 0.0 0.42
H -2.9150 7.5927 4.9246 0.0 0.0 0.0 0.42
H -0.1931 6.3729 2.8446 0.0 0.0 0.0 0.24
H 0.0109 4.0788 2.0610 0.0 0.0 0.0 0.24
H -3.6907 3.0706 4.1096 0.0 0.0 0.0 0.26
H -3.8699 5.3791 4.8974 0.0 0.0 0.0 0.25
H 1.8929 -2.4729 2.3680 0.0 0.0 0.0 0.26
H 1.0943 -3.5873 4.4998 0.0 0.0 0.0 0.28
H -0.5849 -2.3605 5.9001 0.0 0.0 0.0 0.25
O 0.2110 -0.9193 -0.1747 -0.3 0.3 0.0 -0.73
Cl -1.3300 -1.2250 -0.1105 -0.3 0.0 -0.2 2.51
O -1.5881 -2.5731 -0.3029 0.3 0.0 0.2 -0.62
O -1.4778 -0.7910 1.3153 0.0 0.2 -0.3 -0.77
O -1.9584 -0.3219 -0.9784 0.0 -0.3 0.1 -0.66
O 3.7835 2.1745 0.3301 0.0 0.1 0.0 -0.75
S 2.4916 1.6448 0.3851 -0.2 -0.1 -0.1 2.10
O 2.3058 0.1497 0.6818 0.1 0.0 -0.1 -0.84
O 1.5836 2.0628 1.6350 0.0 -0.2 0.1 -0.80
S 1.0492 1.8716 -0.9747 0.0 0.1 0.1 -0.05
```
Forces are in eV/Å.

- Energy relative to the best compared isomer or geometry (same formula, charge and spin): 7.8 kcal per mole
- Orbital gap: 4.72 eV
- Molecular weight: 644.70 g mol⁻¹
- Total charge: +2

=====

Formula: C10H9N2NdO5Se
Source: the Open Molecules 2025 dataset
Level of theory: ωB97M-V/def2-TZVPD

```
28
Properties=species:S:1:pos:R:3:forces:R:3:mulliken_charge:R:1
O -0.0032 2.2457 -5.2674 0.0 -0.1 2.8 -0.10
C -0.0159 2.1919 -4.1266 0.0 0.1 -2.6 0.11
Nd -0.0114 0.7250 -0.2540 1.6 0.3 -1.6 1.33
C -0.1386 0.5162 2.1798 -0.5 0.3 5.3 0.13
O -0.1578 0.6914 3.3249 0.0 -0.5 -3.8 -0.13
C -0.0095 -2.1133 0.0982 -0.4 -2.8 -0.2 0.19
O 0.0059 -3.2618 0.1221 -0.2 3.1 -0.3 -0.13
C 2.3359 0.0097 -0.3172 3.9 -0.2 -0.9 0.05
O 3.4673 -0.0734 -0.4209 -2.4 0.1 0.1 -0.03
C -2.2910 -0.1242 -0.2754 -6.5 -0.8 -1.6 0.19
O -3.4139 -0.1837 -0.5336 4.5 0.0 1.2 -0.04
H 0.0454 -0.4232 -1.9307 -0.3 0.2 0.6 -0.09
C -0.7038 -2.7940 3.5653 -0.2 -0.5 0.0 -0.73
N 0.3211 -2.0226 4.2693 0.5 0.0 0.0 0.31
C 0.3194 -1.7349 5.6289 0.5 0.4 -0.4 -0.33
C 1.4274 -0.9677 5.8744 -0.3 -0.3 -0.6 -0.30
N 2.0814 -0.8072 4.6615 -0.3 -0.5 -0.1 0.31
C 3.3024 -0.0406 4.4383 0.6 0.3 0.1 -0.84
C 1.4380 -1.5010 3.6867 -0.5 0.4 1.4 -0.55
Se 2.0004 -1.5879 1.9199 0.0 0.5 0.5 -0.11
H -1.2197 -2.1996 2.7997 0.2 0.1 0.3 0.21
H -1.4510 -3.1330 4.2926 0.3 0.1 -0.2 0.30
H -0.2631 -3.6723 3.0764 0.0 0.3 0.2 0.36
H -0.4543 -2.0893 6.2991 0.2 0.1 -0.2 0.44
H 1.8014 -0.5329 6.7933 -0.1 -0.1 -0.2 0.46
H 3.6407 0.3755 5.3913 -0.1 -0.2 -0.2 0.31
H 4.0943 -0.6786 4.0278 -0.3 0.1 0.2 0.38
H 3.1414 0.7887 3.7370 -0.2 -0.3 0.2 0.31
```
Forces are in eV/Å.

- Energy relative to the best compared isomer or geometry (same formula, charge and spin): 39.3 kcal per mole
- ⟨S²⟩: 3.77
- Spin multiplicity: 4
- Orbital gap (spin up / spin down): 5.78 / 5.95 eV
- Molecular weight: 460.39 g mol⁻¹
- Total charge: +2

=====

Formula: C10H9N3O3
Source: the Open Molecules 2025 dataset
Level of theory: ωB97M-V/def2-TZVPD

```
25
Properties=species:S:1:pos:R:3:forces:R:3:nbo_charge:R:1
C 1.9974 -1.2858 0.4635 1.9 -0.2 -0.8 -0.28
C 3.3813 -1.3054 0.2545 -1.3 1.4 1.1 -0.17
C 3.4084 1.1216 -0.2274 0.3 1.0 0.4 -0.38
C 1.3217 -0.0527 0.1390 -1.7 -0.5 0.8 0.09
C 2.0696 1.1023 -0.0517 -0.9 1.7 -1.1 0.19
C 4.0511 -0.0974 -0.0181 2.8 -0.2 -0.9 0.06
C -2.5121 0.1006 0.0275 1.9 -1.2 -0.1 -0.35
C -3.4093 -0.3240 -0.8519 -1.9 0.1 -0.7 0.18
C -1.1217 -0.5870 0.2296 -1.8 0.0 3.2 -0.23
C -0.1706 1.6707 0.0123 2.1 -0.9 0.2 0.39
N 1.1219 2.1323 -0.2158 -1.6 0.9 0.1 -0.60
N -0.0333 0.3260 0.0980 1.3 0.1 -0.3 -0.35
N 5.5329 -0.0328 -0.2479 -2.6 -1.3 0.0 0.48
O 6.1778 -1.0823 -0.1882 0.0 -0.1 0.3 -0.45
O 5.9922 1.0492 -0.5708 0.5 0.6 0.0 -0.44
O -4.5702 0.3989 -1.0877 0.4 -1.6 -0.5 -0.68
H 1.5837 -2.2096 0.7943 -0.8 -0.2 0.1 0.23
H 4.0257 -2.0927 0.5598 0.1 -1.0 -0.1 0.25
H 4.0082 1.9694 -0.5013 -0.2 0.3 0.1 0.27
H -2.7500 0.9891 0.6234 0.4 -0.3 -0.2 0.23
H -0.9914 -1.0788 1.2624 -0.6 1.3 -0.6 0.21
H -0.9159 -1.4928 -0.2520 -0.1 -0.9 -2.1 0.23
H -3.5240 -1.2603 -1.4588 1.0 1.0 0.8 0.21
H 1.2241 3.1533 -0.1911 0.7 -1.0 -0.1 0.44
H -4.5082 1.2597 -0.7091 0.1 1.0 0.6 0.48
```
Forces are in eV/Å.

- ⟨S²⟩: 2.02
- Spin multiplicity: 3
- Orbital gap (spin up / spin down): 5.17 / 5.04 eV
- Molecular weight: 219.20 g mol⁻¹